Formula: C3H6IPS2
Source: the Open Molecules 2025 dataset
Level of theory: wB97M-V/def2-TZVPD

The geometry in XYZ format:
```
13
Properties=species:S:1:pos:R:3:forces:R:3
C -0.2032 0.4622 0.3006 -2.3 -1.1 2.2
C -0.6809 -0.9373 0.7327 -0.6 -1.6 0.8
C -0.0154 0.6264 -1.1628 -1.2 1.6 -0.2
P -2.9505 -0.5633 -1.6237 0.2 -0.8 1.1
S -2.4273 -1.5076 0.2123 0.8 1.0 -0.5
S -1.5876 0.8803 -2.0887 0.1 0.7 0.1
I -2.7347 -1.2991 3.5978 -0.3 0.0 -0.3
H -0.8694 1.1175 0.8913 0.3 0.6 -1.0
H 0.7239 0.4927 0.7873 1.7 0.4 0.6
H 0.0773 -1.6543 0.3653 -0.7 -0.1 0.0
H -0.8774 -1.1878 1.8658 1.1 1.2 -2.1
H 0.5970 1.5410 -1.3951 -0.4 -1.2 0.0
H 0.2920 -0.2985 -1.5680 1.3 -0.7 -0.6
```
Forces are in eV/Å.

Properties
gap between HOMO and LUMO (spin up / spin down) = 7.6 / 4.3 eV
energy above the lowest of the compared OMol25 structures with the same formula, charge and spin = 37.7 kcal per mole
calculated total energy = -1553.27726 hartree
maximum force = 3.387 eV/A
2S+1 = 1
charge = 0


Formula: C3H34NO15
Source: the Open Molecules 2025 dataset
Level of theory: wB97M-V/def2-TZVPD

The geometry in XYZ format:
```
53
Properties=species:S:1:pos:R:3:forces:R:3
N 1.5155 -1.1958 0.9182 0.5 0.3 -0.6
C 0.4431 -0.7727 -0.0045 -0.2 -0.2 0.4
C -0.4236 0.3817 0.5639 0.9 0.0 -0.5
O 0.2667 1.5948 0.6070 0.8 0.7 0.1
C -0.4105 -2.0184 -0.2895 0.1 -0.6 -0.5
O -1.3069 -1.8170 -1.3686 0.1 -0.3 -0.4
H 2.0601 -0.3754 1.1900 -0.3 -0.2 0.2
H 1.0960 -1.5721 1.7566 -0.1 0.0 0.3
H 0.9186 -0.4104 -0.9426 -0.3 -0.3 0.4
H -1.2724 0.5531 -0.0880 -0.5 -0.5 0.0
H -0.7349 0.1554 1.5804 -0.4 -0.5 0.1
H 0.2927 2.0787 -1.0287 0.1 -0.1 -0.1
H 0.2009 -2.8867 -0.6341 -0.1 0.7 0.6
H -0.9931 -2.3367 0.6009 0.5 0.2 -0.2
H -3.5619 0.5623 -0.3468 0.0 0.2 0.0
H -2.0391 -1.2382 -1.1165 -0.3 0.2 0.3
O -3.3353 -0.0984 -1.0045 -0.2 -0.2 -0.2
H -1.2388 1.6714 -2.5784 -0.3 -0.3 -0.4
H 1.1591 1.7690 -2.2941 -0.6 0.1 0.1
O 0.3118 2.1854 -2.0138 0.2 0.2 0.0
H 2.9623 1.2925 -1.5457 0.1 0.3 0.2
H 2.9152 -0.0639 -2.1728 -0.1 0.4 -0.4
O 2.6822 0.8674 -2.3694 0.2 -0.5 -0.3
H 1.2756 0.7010 3.3281 -0.2 -0.2 0.2
H 1.1892 1.5438 2.0244 -0.2 -0.2 0.3
O 1.7854 1.3000 2.7855 0.3 0.4 -0.1
H -0.6433 -1.2442 -2.8483 -0.1 -0.1 -0.4
H 0.4466 -0.3277 -3.3444 -0.5 -0.2 -0.6
O -0.3470 -0.7965 -3.6823 0.9 -0.1 0.7
H -1.7766 -1.4376 2.9162 0.5 -0.2 0.2
H -1.3098 -2.6382 3.7412 0.1 -0.2 0.1
O -0.9769 -1.8178 3.3743 -0.3 0.3 -0.3
H -2.8978 0.3784 -1.7668 -0.1 0.3 0.1
H -1.5193 0.4227 -3.4086 0.1 0.0 -0.2
O -1.9918 1.1565 -2.9762 -0.2 0.6 0.5
H 3.1841 1.6143 1.1399 0.2 0.0 -0.2
H 1.9009 1.6974 0.3254 0.5 -0.2 -0.4
O 2.9040 1.6092 0.2130 -0.5 0.1 0.5
H -3.6233 2.0416 2.8678 -0.2 0.1 0.3
H -2.8037 2.3440 1.6010 0.0 -0.2 0.0
O -3.5200 1.7411 1.9672 0.1 0.2 -0.3
H -0.7751 2.6422 0.9264 0.0 0.0 0.1
H -1.7753 3.5548 0.1662 -0.1 0.2 -0.3
O -1.5781 3.2732 1.0591 0.1 -0.1 0.1
H -3.1339 -1.1793 1.1326 0.0 -0.1 -0.2
H -3.3097 0.0342 2.0484 0.1 0.1 0.0
O -3.1554 -0.9342 2.0619 -0.2 -0.1 0.1
H 2.6907 -3.1650 0.6076 0.2 -0.5 -0.4
H 3.4035 -3.2188 -0.6983 0.1 0.0 -0.3
O 3.1694 -3.7997 0.0304 -0.4 0.2 0.8
H 3.2911 -1.1553 -0.4704 0.4 -0.4 -0.7
H 4.6540 -1.2125 -1.2316 0.4 0.2 0.1
O 3.7346 -1.4536 -1.3089 -0.9 0.2 0.6
```
Forces are in eV/Å.

Properties
gap between HOMO and LUMO = 9.0 eV
energy above the lowest of the compared OMol25 structures with the same formula, charge and spin = 0.0 kcal per mole
calculated total energy = -1318.22122 hartree
maximum force = 1.191 eV/A
2S+1 = 1
charge = -1


Formula: C32H60O22S4
Source: the Open Molecules 2025 dataset
Level of theory: wB97M-V/def2-TZVPD

The geometry in XYZ format:
```
118
Properties=species:S:1:pos:R:3:forces:R:3
C 2.3783 -12.1620 -17.8405 -0.7 -0.4 0.1
C 1.5226 -11.3356 -18.8059 2.7 1.1 3.4
C 2.3449 -10.1398 -19.2975 -0.8 0.7 0.5
O 2.4755 -10.4811 -20.6271 1.2 -1.7 -2.2
C 1.7996 -11.6093 -20.9664 3.6 -0.3 -6.0
O 1.8164 -12.1005 -22.1194 0.2 1.4 4.5
O 1.2643 -12.1528 -19.9423 0.1 -0.5 3.1
H 1.6564 -12.9581 -17.6584 1.3 -0.3 0.5
H 2.6237 -11.7273 -16.8716 -0.3 0.6 -0.2
H 3.3390 -12.4734 -18.2505 -0.2 -0.3 -0.3
H 0.6503 -11.0916 -18.1995 0.6 0.6 -1.2
H 3.2962 -9.8774 -18.8346 0.3 -1.1 0.1
H 1.8547 -9.1664 -19.2812 -0.4 -0.2 0.6
C 0.8009 -8.5664 -21.3022 1.3 -0.2 0.6
C 1.9478 -8.6864 -22.3732 -1.8 -1.2 -2.9
C 1.7182 -9.7971 -23.5229 0.5 0.9 -0.2
O 1.2523 -9.0956 -24.6786 -1.3 3.6 0.0
C 1.5306 -7.7565 -24.5104 -2.9 2.0 -1.9
O 1.2651 -6.8466 -25.3367 1.7 -3.7 3.2
O 1.8477 -7.5186 -23.1993 0.9 0.8 -0.6
H 0.9772 -9.2816 -20.4988 -1.0 0.4 -1.1
H -0.2468 -8.6894 -21.5767 0.3 0.3 -0.8
H 0.9466 -7.6348 -20.7554 -0.2 0.4 -0.4
H 2.9746 -8.8954 -22.0733 -0.3 0.9 0.7
H 0.9825 -10.5399 -23.2145 1.4 1.0 -0.6
H 2.5397 -10.1274 -24.1586 1.5 -1.1 2.4
C -3.9211 -11.2522 -22.6738 0.3 0.9 1.3
C -4.5662 -12.4362 -22.0250 -1.3 -0.3 0.0
C -4.2218 -12.5614 -20.5288 -2.7 0.9 0.1
O -5.5716 -12.2530 -19.9467 0.4 -1.0 0.5
C -6.5820 -12.2274 -20.8678 -0.2 1.7 -1.1
O -7.7546 -11.9467 -20.6774 2.9 -1.2 -0.1
O -6.0010 -12.3332 -22.1257 -0.9 0.0 1.7
H -4.0387 -10.3698 -22.0448 -0.7 0.4 -0.3
H -4.2328 -11.1845 -23.7161 0.1 0.7 2.4
H -2.8477 -11.4269 -22.5991 -0.8 0.9 -0.6
H -4.3177 -13.3224 -22.6089 -0.7 0.3 1.0
H -3.5480 -11.8032 -20.1297 -0.4 0.3 -0.2
H -3.7846 -13.5176 -20.2415 -0.9 -0.4 0.3
C 0.0336 -12.4679 -15.5459 2.3 -0.5 -0.7
C -0.9540 -12.8217 -16.6033 -2.0 -0.2 2.4
C -2.2610 -12.1396 -16.5526 -1.6 0.6 1.2
O -2.3746 -11.5044 -17.8111 -0.5 0.1 -0.6
C -1.2980 -11.7483 -18.5799 -2.8 1.5 1.5
O -1.2327 -11.2044 -19.6813 -0.7 -1.6 12.9
O -0.4851 -12.5579 -17.8756 0.6 0.8 -2.6
H 0.5306 -11.5017 -15.6331 -0.8 0.6 0.1
H 0.8750 -13.0717 -15.8860 0.4 -0.5 0.7
H -0.1254 -12.7231 -14.4982 -0.7 0.0 -0.3
H -1.1155 -13.8996 -16.6150 -0.5 1.1 0.9
H -2.3757 -11.3996 -15.7605 0.3 0.3 -0.2
H -3.0571 -12.8516 -16.3348 -0.3 0.0 -0.7
C 0.7469 -14.0367 -26.6347 1.6 4.8 -1.6
C 0.7153 -12.5087 -26.5176 0.3 -0.7 -2.5
C 1.7472 -11.7915 -25.6599 1.0 -2.6 0.3
O 2.4746 -10.9802 -26.5188 -0.1 1.2 -1.9
C 1.9574 -11.0608 -27.8035 -1.1 0.6 -0.7
O 2.2817 -10.3597 -28.7341 0.1 -1.2 1.5
O 0.9361 -11.9810 -27.8644 1.5 1.5 0.7
H 1.4554 -14.3384 -27.4062 0.4 0.2 -0.1
H -0.1950 -14.2859 -27.1235 -0.3 -0.6 0.9
H 1.1373 -14.5204 -25.7393 0.0 2.3 -0.7
H -0.2372 -12.2147 -26.0767 1.1 -0.4 -4.0
H 2.4749 -12.5172 -25.2968 0.2 -0.4 0.3
H 1.3363 -11.3654 -24.7447 0.5 0.3 -1.6
C -1.0024 -13.9775 -20.7775 -3.4 1.7 -2.9
C -1.5633 -12.7882 -21.5933 2.9 0.4 0.0
C -0.8384 -11.4650 -21.4039 -0.7 0.4 -3.4
O -0.4848 -10.9741 -22.6643 -1.4 -1.2 -3.0
C -0.7112 -11.9746 -23.5921 0.1 0.8 4.0
O -0.4771 -11.9714 -24.7687 -3.1 1.3 5.0
O -1.2862 -12.9852 -22.9664 14.7 3.4 3.5
H 0.0387 -14.2915 -20.8527 -0.9 1.3 -1.0
H -1.5949 -14.7983 -21.1814 0.1 0.9 1.2
H -1.2626 -13.7238 -19.7498 -1.6 -0.2 -0.8
H -2.6439 -12.6501 -21.5556 1.4 -0.8 0.7
H -0.0117 -11.6817 -20.7274 -1.3 1.2 -3.0
H -1.6103 -10.7971 -21.0215 0.6 1.0 -3.3
C -1.6410 -14.8012 -24.5120 3.7 -3.9 -0.9
S -0.1176 -15.8927 -24.3360 1.1 1.4 -0.8
O 0.5232 -15.8361 -25.7173 -1.9 -6.6 3.6
C 0.7514 -14.6912 -23.1427 0.3 -0.6 -1.2
H -1.3389 -13.7540 -24.5231 1.4 -2.3 -0.7
H -2.3376 -15.0385 -23.7079 0.9 -0.6 -0.4
H -1.9973 -15.1159 -25.4929 0.3 -0.4 0.1
H 0.4091 -13.6761 -23.3438 0.7 -1.0 0.3
H 1.8396 -14.6763 -23.2040 0.0 -0.5 -0.3
H 0.4637 -15.0604 -22.1583 0.2 0.1 -0.7
C 0.6701 -14.5611 -18.9961 1.1 -2.0 2.0
S 0.0667 -15.2355 -17.3296 4.0 -2.8 -2.0
O -0.6452 -16.5082 -17.6187 -0.5 0.2 -0.1
C 1.7333 -15.8238 -16.6876 -0.6 0.5 -0.3
H 1.6310 -14.0494 -18.9414 -0.7 -0.1 0.3
H -0.1852 -14.0567 -19.4456 3.1 -0.7 2.7
H 0.9252 -15.3704 -19.6802 -0.3 -0.9 0.4
H 1.4827 -16.2676 -15.7241 0.2 -0.3 -0.2
H 2.4792 -15.0419 -16.5449 -0.3 0.3 0.1
H 2.1550 -16.5163 -17.4160 -0.3 -0.3 0.2
C -1.4467 -16.7064 -21.4582 -0.3 -1.5 -0.7
S -2.5927 -18.0728 -21.9738 0.2 0.7 -0.3
O -3.9705 -17.4788 -21.9502 0.7 -0.1 -0.1
C -2.0951 -18.1536 -23.7664 -1.1 0.1 0.4
H -1.6331 -16.3954 -20.4302 -0.4 -0.5 -0.1
H -1.5692 -15.8845 -22.1636 -0.2 -0.8 0.0
H -0.4204 -17.0688 -21.5166 0.1 -0.1 -0.1
H -2.5534 -19.0681 -24.1430 0.6 -0.3 0.1
H -1.0444 -17.9561 -23.9788 -0.3 -0.9 0.3
H -2.6781 -17.3952 -24.2889 0.0 0.4 0.3
C -4.2549 -11.8579 -25.3809 0.5 0.0 0.4
S -3.1194 -13.2612 -24.7795 -4.7 2.7 -1.1
O -2.7827 -13.2833 -23.2957 -15.9 -2.8 -7.3
C -4.2726 -14.5931 -25.1204 -1.1 -0.8 0.2
H -3.7852 -10.9561 -24.9882 0.6 0.0 -1.5
H -5.2468 -11.7607 -24.9396 -0.4 -0.8 -0.6
H -4.1940 -11.8785 -26.4690 -0.2 -0.2 0.1
H -3.8440 -15.5027 -24.6996 -0.1 0.1 -0.5
H -4.4700 -14.6796 -26.1889 0.3 0.0 -0.1
H -5.2378 -14.5352 -24.6172 0.0 0.7 0.1
```
Forces are in eV/Å.

Properties
gap between HOMO and LUMO = 6.9 eV
energy above the lowest of the compared OMol25 structures with the same formula, charge and spin = 777.4 kcal per mole
calculated total energy = -4502.10751 hartree
maximum force = 17.751 eV/A
2S+1 = 1
charge = 0


Formula: C4H6N2
Source: the Open Molecules 2025 dataset
Level of theory: wB97M-V/def2-TZVPD

The geometry in XYZ format:
```
12
Properties=species:S:1:pos:R:3:forces:R:3
N 2.9658 1.2086 0.4793 -0.6 -0.6 -0.2
C 2.1143 0.4947 0.1682 0.9 0.7 0.1
C 1.0135 -0.3792 -0.2385 0.4 0.1 -0.3
N -0.1250 -0.1438 0.5848 0.6 0.0 0.2
C -1.3682 -0.6779 0.0458 0.7 0.1 -0.3
C -1.1462 0.7834 0.1939 0.0 0.3 0.0
H 0.7866 -0.2259 -1.3018 0.2 0.1 -0.1
H 1.3216 -1.4278 -0.1099 0.0 0.3 -0.1
H -1.5797 -1.2546 0.9036 -2.2 -0.8 0.1
H -1.4164 -1.0614 -0.9850 0.2 -0.1 0.7
H -0.9172 1.3382 -0.7134 -0.4 -0.1 -0.1
H -1.6491 1.3456 0.9732 0.3 0.0 0.0
```
Forces are in eV/Å.

Properties
gap between HOMO and LUMO = 10.8 eV
energy above the lowest of the compared OMol25 structures with the same formula, charge and spin = 57.5 kcal per mole
calculated total energy = -265.44392 hartree
maximum force = 2.379 eV/A
2S+1 = 1
charge = 0